{
  "formula": "C24H41IN2O4SiSn",
  "method": "ωB97M-V with the def2-TZVPD basis set",
  "species": ["C", "C", "H", "H", "H", "H", "H", "H", "C", "C", "C", "C", "H", "H", "H", "H", "N", "C", "C", "N", "C", "C", "C", "H", "H", "C", "H", "H", "Sn", "I", "C", "C", "C", "C", "O", "Si", "O", "O", "C", "C", "C", "C", "O", "C", "C", "C", "C", "H", "H", "H", "H", "H", "H", "H", "H", "H", "H", "H", "H", "H", "H", "H", "H", "H", "H", "H", "H", "H", "H", "H", "H", "H", "H", "H"],
  "positions_angstrom": [[1.6088, 3.6017, -2.1504], [2.4648, 1.2412, -2.6857], [1.5571, 3.8543, -3.1922], [2.6731, 3.5183, -1.8700], [1.1297, 4.2709, -1.4033], [2.1566, 0.7480, -3.5684], [3.1256, 2.0236, -3.1743], [3.0031, 0.7183, -1.9396], [-2.3299, 2.2159, -2.9640], [-3.6171, 1.8029, -3.2876], [-3.9089, 0.5388, -3.7649], [-2.8421, -0.3373, -3.8493], [-2.0642, 3.1961, -2.7040], [-4.3643, 2.5496, -3.1997], [-4.8790, 0.2561, -4.0704], [-2.9525, -1.3408, -4.3180], [-1.3410, 1.2383, -2.9727], [-1.5974, -0.0396, -3.4040], [-0.4723, -0.9666, -3.4014], [0.6591, -0.4866, -2.9191], [1.7177, -1.2816, -2.6836], [0.5809, -3.1280, -3.7417], [1.7036, -2.5923, -3.1153], [2.5623, -0.8372, -2.2255], [2.6238, -3.1678, -2.9768], [-0.5660, -2.2919, -3.8967], [-1.4478, -2.6093, -4.4182], [0.5666, -4.1163, -4.1074], [0.5033, 1.9513, -2.0632], [-0.8056, 3.3448, -0.1529], [2.1675, 2.7192, 2.4473], [2.5098, 1.2455, 2.3351], [3.4239, 0.9435, 1.1526], [3.2176, 0.7869, 3.6147], [1.3022, 0.4541, 2.2029], [0.1916, 0.1231, 1.0017], [0.7070, 0.8222, -0.3749], [-0.0211, -1.5443, 1.2419], [0.3433, -2.5105, 2.3861], [1.8028, -2.8642, 2.1215], [0.1753, -1.8521, 3.7484], [-0.5420, -3.7528, 2.2453], [-1.2868, 0.7259, 1.6384], [-2.6773, 0.3468, 1.4222], [-2.7913, -0.3991, 0.0944], [-3.1562, -0.4990, 2.5969], [-3.4916, 1.6383, 1.3559], [3.1032, 3.2799, 2.4185], [1.6696, 2.9138, 3.3963], [1.5194, 3.0360, 1.6312], [4.3425, 1.5348, 1.2710], [3.6897, -0.1356, 1.1350], [2.9128, 1.2168, 0.2218], [2.6321, 1.0005, 4.5210], [3.4935, -0.2818, 3.6002], [4.1504, 1.3617, 3.6814], [2.4169, -1.9528, 2.1717], [2.1767, -3.5804, 2.8630], [1.9022, -3.3200, 1.1262], [-0.8420, -1.4826, 3.8988], [0.3785, -2.5745, 4.5516], [0.8777, -1.0228, 3.8532], [-1.5988, -3.5475, 2.4296], [-0.4324, -4.2123, 1.2614], [-0.2665, -4.5245, 2.9742], [-2.2429, -1.3517, 0.1414], [-3.8558, -0.5968, -0.0979], [-2.3865, 0.2319, -0.7192], [-2.9838, 0.0307, 3.5392], [-4.2259, -0.6922, 2.5123], [-2.6327, -1.4526, 2.6025], [-3.4007, 2.2114, 2.2817], [-3.1764, 2.2756, 0.5144], [-4.5438, 1.3767, 1.2092]],
  "forces_ev_per_angstrom": [[2.7, 4.3, 1.1], [3.0, 3.2, -3.3], [-0.2, 0.6, -0.5], [-0.7, -0.4, -0.1], [0.4, 0.0, -1.3], [-0.2, -0.8, -0.4], [-0.7, -0.5, 1.2], [-0.2, -0.1, 1.1], [-0.1, -4.3, -0.9], [0.4, 1.1, 0.1], [1.7, 0.3, 0.5], [-1.1, -2.1, -1.1], [0.2, 1.1, 0.3], [-0.8, 0.5, -0.1], [-0.9, -0.2, -0.3], [-0.3, 0.9, 0.6], [-0.5, 1.7, -0.1], [0.9, 2.4, 0.4], [0.4, -1.8, -0.6], [-0.1, -0.4, 1.3], [-1.9, -0.6, -1.2], [-1.3, 2.3, 0.2], [0.6, -0.6, 0.1], [0.4, -0.4, 0.3], [-0.5, 0.0, 0.0], [1.7, 0.3, 0.8], [-0.1, -0.4, 0.0], [0.0, -1.0, -0.3], [-2.2, -6.1, 2.3], [-0.8, 0.7, 0.7], [0.3, -0.2, 0.0], [-0.4, -0.9, 0.1], [0.3, -0.1, 0.0], [0.2, 0.1, 0.1], [-0.3, 0.6, -1.0], [-0.8, -1.7, 4.5], [-0.4, -0.3, -1.0], [0.0, 0.7, -0.6], [0.3, 0.4, -0.7], [0.1, 0.0, -0.1], [0.0, 0.1, 0.1], [-0.1, 0.1, -0.1], [1.0, 0.1, -1.2], [0.7, 0.3, -0.3], [-0.2, -0.2, 0.1], [0.1, 0.1, 0.0], [-0.2, 0.0, 0.0], [-0.1, 0.2, 0.0], [-0.1, 0.1, -0.1], [0.1, 0.0, -0.1], [-0.1, -0.2, -0.2], [-0.2, 0.6, 0.0], [0.3, 0.0, 0.1], [0.1, -0.1, -0.4], [-0.3, 0.4, -0.1], [-0.1, -0.1, 0.1], [-0.2, -0.3, 0.0], [-0.1, 0.1, -0.1], [0.0, 0.1, 0.2], [0.1, 0.0, -0.1], [0.0, 0.0, -0.3], [-0.2, -0.1, 0.1], [0.1, 0.2, -0.1], [0.0, 0.2, 0.0], [0.2, 0.3, 0.0], [-0.2, 0.3, -0.1], [0.3, 0.0, -0.1], [-0.2, -0.2, 0.2], [0.1, -0.1, -0.2], [0.0, 0.0, -0.1], [0.0, 0.0, 0.1], [0.0, -0.1, -0.1], [-0.2, -0.3, 0.3], [0.1, 0.1, 0.1]],
  "mulliken_charge": [-1.2895, -1.6227, 0.6464, 0.3178, 0.5113, 0.6309, 0.5178, 0.4153, -0.4811, -0.7545, -0.9558, -0.1496, 0.7891, 0.5288, 0.5596, 0.3426, 0.3245, 0.8435, 0.1724, 0.2549, -0.0167, -0.7899, -1.0193, 0.3062, 0.4703, -0.9890, 0.5025, 0.5405, 0.3632, 0.0950, -1.3483, 1.7657, -1.2026, -1.8172, -0.1335, -1.8965, 2.9194, -0.0576, 1.6081, -1.4828, -1.1280, -1.6220, -0.0065, 1.7445, -1.1387, -1.4994, -1.5841, 0.4708, 0.3821, -0.1027, 0.5270, 0.2790, -0.0967, 0.3834, 0.2999, 0.4929, 0.0613, 0.4881, 0.2665, 0.1811, 0.5105, 0.0572, 0.3206, 0.3001, 0.4279, 0.0770, 0.6549, 0.0689, 0.3655, 0.5205, -0.0165, 0.3435, 0.1292, 0.4229],
  "total_charge": 2,
  "spin_multiplicity": 1
}

=====

{
  "formula": "C2H5N3S",
  "method": "ωB97M-V with the def2-TZVPD basis set",
  "species": ["C", "C", "H", "H", "H", "H", "H", "N", "N", "N", "S"],
  "positions_angstrom": [[-0.3918, -0.7589, -0.0497], [-1.3894, 0.2732, -2.5064], [1.0843, -0.3851, 3.0727], [-1.1349, -1.4364, -0.4752], [0.9512, 0.6936, -0.5340], [-2.2716, 0.1241, -1.8907], [-1.5057, 0.2826, -3.5817], [-0.1474, -0.9047, 1.1980], [0.0539, 0.3242, -0.7844], [-0.1991, 0.5023, -2.1246], [0.9758, 0.2614, 1.9202]],
  "forces_ev_per_angstrom": [[-0.4, 1.0, 1.2], [0.3, 0.2, -0.7], [-0.1, -0.2, 0.2], [0.4, 0.2, -0.3], [0.3, 0.0, 0.1], [0.2, -0.3, 0.3], [-0.3, 0.2, 0.0], [1.0, 0.1, 0.3], [-0.2, -0.1, -0.3], [-0.3, -0.6, 0.1], [-0.9, -0.5, -0.9]],
  "mulliken_charge": [0.1867, -0.3584, 0.1641, 0.3926, 0.2712, 0.3446, 0.2642, -0.4523, 0.0970, -0.7138, -0.1959],
  "spin_multiplicity": 1,
  "smiles": "C=NN/C=N\\S"
}

=====

{
  "formula": "C15H12N4O6PtS2",
  "method": "ωB97M-V with the def2-TZVPD basis set",
  "species": ["Pt", "O", "C", "O", "C", "C", "N", "N", "C", "C", "O", "O", "H", "H", "H", "O", "C", "C", "C", "C", "C", "C", "C", "O", "N", "N", "C", "S", "C", "C", "S", "H", "H", "H", "H", "H", "H", "H", "H", "H"],
  "positions_angstrom": [[-1.0688, -0.0794, 0.4243], [-6.3844, -1.8043, -0.9777], [-5.7201, -1.5143, -2.0788], [-6.1908, -1.6159, -3.1829], [-4.3152, -1.0318, -1.9178], [-3.4969, -0.7192, -2.9825], [-2.3113, -0.3317, -2.4846], [-2.3139, -0.3827, -1.1500], [-3.5193, -0.8078, -0.7857], [-3.7365, -1.0053, 0.6857], [-4.8219, -1.3967, 1.0898], [-2.7183, -0.7060, 1.4140], [-5.8444, -1.6576, -0.1525], [-3.6951, -0.7695, -4.0392], [-1.4769, -0.0585, -2.9795], [1.1849, -1.6743, 4.0109], [2.4054, -1.3482, 3.5493], [3.4908, -1.6907, 4.3591], [4.7775, -1.3955, 3.9672], [5.0205, -0.7483, 2.7556], [3.9556, -0.4063, 1.9534], [2.6373, -0.6952, 2.3282], [1.5323, -0.3036, 1.4374], [0.3214, -0.6485, 1.7793], [1.7957, 0.3437, 0.3442], [0.6244, 0.6709, -0.3342], [0.8103, 1.5559, -1.2476], [2.4085, 2.2050, -1.5200], [1.9313, 3.1332, -3.0062], [0.4984, 3.5919, -2.8436], [-0.4727, 2.1754, -2.2647], [0.5215, -1.3908, 3.3552], [3.2845, -2.1914, 5.2953], [5.6048, -1.6702, 4.6091], [6.0312, -0.5175, 2.4490], [4.1148, 0.0967, 1.0097], [2.0450, 2.4938, -3.8809], [2.6100, 3.9806, -3.0957], [0.0639, 3.9244, -3.7853], [0.4167, 4.3899, -2.1074]],
  "forces_ev_per_angstrom": [[1.0, -1.0, -0.7], [-0.1, 0.0, -0.1], [0.0, 0.0, 0.0], [0.0, 0.0, 0.0], [0.0, -0.1, 0.0], [0.0, 0.0, 0.0], [0.0, -0.1, 0.0], [-0.8, 0.6, 0.4], [0.1, -0.1, 0.0], [0.0, 0.3, 0.0], [0.0, 0.0, 0.1], [-0.1, -0.3, -0.1], [0.0, 0.0, 0.1], [0.0, 0.0, 0.0], [0.0, 0.1, 0.0], [0.0, 0.0, 0.0], [0.0, 0.0, 0.0], [0.0, 0.0, 0.0], [0.0, 0.0, 0.0], [0.0, 0.0, 0.0], [0.0, 0.0, 0.0], [0.0, 0.0, 0.0], [0.1, -0.2, 0.0], [-0.4, 0.6, 0.6], [0.0, 0.1, -0.1], [-0.1, 0.1, -0.2], [0.1, -0.1, 0.0], [0.0, 0.0, 0.0], [0.0, 0.0, 0.0], [0.0, 0.0, 0.0], [0.0, 0.1, 0.1], [0.0, 0.0, 0.0], [0.0, 0.0, 0.0], [0.0, 0.0, 0.0], [0.0, 0.0, 0.0], [0.0, 0.0, 0.0], [0.0, 0.0, 0.0], [0.0, 0.0, 0.0], [0.0, 0.0, 0.0], [0.0, 0.0, 0.0]],
  "mulliken_charge": [0.7565, -0.5315, 0.4399, -0.5908, 0.5787, -0.4778, -0.0859, -0.6450, -0.2792, 1.2257, -0.7871, -0.6087, 0.4710, 0.5395, 0.2932, -0.6615, 0.4127, -0.7380, -0.2831, -0.8171, -0.3895, 0.3390, 0.8782, -1.0184, -0.5626, 0.0521, 0.3573, 0.0074, -0.6132, -0.5532, -0.1671, 0.3964, 0.4365, 0.3699, 0.3917, 0.4487, 0.3161, 0.3677, 0.4203, 0.3113],
  "spin_multiplicity": 1
}

=====

{
  "formula": "C21H25N5O3",
  "method": "ωB97M-V with the def2-TZVPD basis set",
  "species": ["C", "C", "H", "H", "O", "C", "O", "C", "N", "C", "O", "C", "H", "H", "C", "C", "C", "N", "N", "C", "N", "C", "N", "C", "C", "H", "H", "H", "H", "C", "H", "H", "H", "H", "H", "H", "H", "C", "C", "C", "C", "C", "C", "C", "H", "H", "H", "H", "H", "H", "H", "H", "H", "H"],
  "positions_angstrom": [[2.4083, -0.5901, 4.3247], [2.6111, -0.9789, 2.8687], [2.2046, -1.9764, 2.6726], [3.6659, -0.9488, 2.5914], [1.9793, -0.0420, 1.9831], [0.6810, -0.1656, 1.7906], [-0.0270, -1.0041, 2.2955], [0.1351, 0.9009, 0.8526], [-0.9746, 0.3368, 0.1253], [-1.1532, 0.5487, -1.1963], [-0.4698, 1.3199, -1.8342], [-2.2691, -0.2769, -1.8186], [-3.1908, -0.1163, -1.2580], [-2.4188, 0.0998, -2.8293], [-1.9266, -1.7859, -1.8413], [-0.4483, -2.0501, -1.7074], [0.0504, -2.7261, -0.6116], [1.3936, -2.8030, -0.5121], [2.1259, -3.3470, 0.4623], [3.3659, -3.1305, 0.0591], [3.4960, -2.4949, -1.1053], [2.2466, -2.2803, -1.4856], [1.7689, -1.7211, -2.5791], [0.4686, -1.5954, -2.7003], [0.0130, -0.9521, -3.9653], [0.8227, -0.9977, -4.6873], [-0.8740, -1.4347, -4.3677], [-0.2081, 0.0965, -3.7698], [4.2081, -3.4504, 0.6396], [-0.7136, -3.4061, 0.4742], [-0.8908, -2.7166, 1.2995], [-0.1017, -4.2179, 0.8625], [-1.6609, -3.8034, 0.1224], [-2.4506, -2.2807, -1.0257], [-2.2940, -2.2179, -2.7748], [-1.5456, -0.3221, 0.6336], [0.8937, 1.2125, 0.1284], [-0.3015, 2.1196, 1.7005], [-0.9151, 3.1542, 0.8012], [-2.2875, 3.1842, 0.5964], [-2.8472, 4.0951, -0.2817], [-2.0381, 4.9840, -0.9667], [-0.6684, 4.9605, -0.7675], [-0.1104, 4.0495, 0.1098], [0.9597, 4.0270, 0.2560], [-0.0324, 5.6495, -1.3030], [-2.4737, 5.6915, -1.6566], [-3.9169, 4.1074, -0.4343], [-2.9231, 2.4901, 1.1292], [-1.0236, 1.7848, 2.4488], [0.5778, 2.5182, 2.2084], [2.7758, 0.4179, 4.5017], [1.3523, -0.6330, 4.5804], [2.9513, -1.2824, 4.9611]],
  "forces_ev_per_angstrom": [[-0.1, 0.1, -0.4], [0.0, -0.5, 0.5], [0.1, 0.2, 0.0], [-0.1, 0.0, 0.0], [0.2, 0.3, -0.1], [-0.3, 0.1, -0.4], [0.0, 0.0, 0.2], [0.1, 0.1, 0.2], [0.0, -0.1, 0.5], [-0.6, -0.1, -0.1], [0.3, 0.2, -0.2], [0.1, 0.1, -0.1], [0.0, 0.0, 0.0], [0.0, 0.0, 0.1], [0.1, -0.1, 0.0], [0.1, -0.5, 0.2], [-0.5, 0.0, -0.2], [0.8, 0.6, -1.0], [0.0, -0.6, 1.1], [-0.4, 0.1, -0.2], [0.5, 0.3, -0.5], [-0.3, -0.4, 0.8], [0.1, 0.4, -0.6], [0.2, -0.1, 0.1], [-0.1, 0.1, -0.1], [0.0, 0.0, 0.0], [-0.1, 0.0, -0.1], [-0.1, 0.1, 0.0], [0.1, -0.1, 0.2], [0.0, 0.0, 0.0], [0.0, 0.0, 0.0], [-0.1, 0.0, 0.0], [0.0, 0.0, -0.1], [0.0, 0.0, -0.1], [-0.1, 0.0, 0.1], [0.0, 0.0, -0.1], [-0.1, -0.1, 0.1], [0.1, -0.1, -0.3], [0.0, 0.1, 0.2], [0.0, 0.0, 0.1], [-0.1, 0.0, -0.1], [0.0, 0.1, -0.1], [0.1, 0.0, 0.0], [-0.1, 0.0, 0.1], [0.1, 0.0, 0.0], [0.1, 0.1, 0.0], [0.0, 0.1, 0.0], [-0.1, 0.0, 0.0], [0.0, -0.1, 0.1], [0.0, 0.0, 0.0], [0.0, 0.0, 0.1], [0.1, 0.1, 0.1], [0.0, 0.0, 0.1], [0.1, -0.1, 0.1]],
  "mulliken_charge": [-1.3271, -0.0884, 0.2698, 0.3831, -0.3002, 0.2255, -0.6646, 0.0571, 0.2908, 0.2772, -0.6571, -1.0599, 0.4630, 0.3805, -1.6628, 0.5911, 0.8856, 0.7731, -1.4637, -0.3279, -0.7610, 0.5692, -0.6777, 1.8190, -1.3290, 0.4837, 0.3336, 0.1961, 0.4753, -1.6554, 0.1919, 0.4731, 0.4815, 0.3062, 0.4444, 0.4142, 0.4691, -1.2057, 0.2402, -0.1456, -0.7090, -0.4332, -0.7196, -0.2276, 0.3931, 0.3821, 0.3975, 0.3900, 0.3644, 0.4554, 0.4772, 0.3248, 0.3139, 0.4226],
  "spin_multiplicity": 1,
  "smiles": "CCOC(=O)[C@H](Cc1ccccc1)NC(=O)CCc1c(C)nc2ncnn2c1C"
}

=====

{
  "formula": "C4H14N2OS",
  "method": "ωB97M-V with the def2-TZVPD basis set",
  "species": ["N", "C", "C", "C", "S", "C", "N", "H", "H", "H", "H", "H", "H", "H", "H", "H", "H", "H", "H", "H", "H", "O"],
  "positions_angstrom": [[-3.0524, 0.1193, -0.5861], [-1.6154, 0.3576, -0.5020], [-0.9175, -0.5253, -1.5559], [0.6417, -0.5856, -1.4393], [1.5260, 0.6325, -0.3897], [-1.1645, -0.0997, 0.9222], [-1.0988, 0.9558, 1.8057], [-3.5082, 1.0190, -0.4977], [-3.3667, -0.2397, -1.4768], [-1.3989, 1.4135, -0.5936], [-1.2338, -0.3010, -2.5680], [-1.3194, -1.5243, -1.3261], [0.9827, -0.5172, -2.4774], [0.9598, -1.5926, -1.1720], [0.5788, -1.0341, 1.1153], [0.0226, -0.4889, 0.7139], [-1.7552, -0.9573, 1.2430], [-0.2395, 1.4448, 1.5333], [-1.3100, 0.8955, 2.7869], [2.9407, -0.7580, 0.9836], [3.8090, -0.6313, 2.1945], [3.3787, -1.3090, 1.6601]],
  "forces_ev_per_angstrom": [[-0.2, 0.8, 0.4], [0.7, -1.4, -1.2], [0.3, -0.2, 1.4], [-0.1, -0.2, -1.1], [-0.1, -0.3, 0.0], [-2.5, 0.3, 1.1], [0.8, -0.1, -1.0], [-0.3, -0.1, 0.3], [0.4, -0.3, -0.1], [0.4, 0.1, 0.0], [-0.1, 0.4, -0.1], [0.1, 0.0, -0.3], [0.3, 0.3, 0.2], [-0.1, 0.0, 0.2], [-0.2, 1.1, -0.8], [0.6, -0.8, 0.3], [0.0, 0.1, 0.0], [-0.3, 0.7, 0.5], [0.3, -0.5, 0.0], [-0.1, -0.2, -0.1], [0.1, -0.2, 0.1], [-0.1, 0.4, 0.0]],
  "mulliken_charge": [-0.7071, 0.4081, -0.7091, -0.9347, -0.3633, -0.2172, -0.4660, 0.2606, 0.2466, 0.2896, 0.3602, 0.3325, 0.4193, 0.3735, 0.3689, -0.6734, 0.5620, 0.2942, 0.2179, 0.2737, 0.3056, -0.6420],
  "spin_multiplicity": 1
}

=====

Number 1: energy -58516.89834 eV. Number 2: energy -17458.30876 eV. Number 3: energy -58913.45837 eV. Number 4: energy -35777.32130 eV. Number 5: energy -20233.46076 eV.